No. 1
Density functional theory data (ωB97M-V/def2-TZVPD) for a structure of composition C31H70N6O6 in a non-equilibrium geometry.

The net charge is +4. The calculation puts the frontier orbital gap at 6.882 eV. The value obtained for the relative energy (zero: lowest compared OMol25 entry of this formula, charge and spin) is 1574.87 kJ/mol.

The geometry in XYZ format:
```
113
C31H70N6O6 (ωB97M-V/def2-TZVPD)
N -0.34757 0.30968 0.06799
O 0.55112 -0.11237 0.73323
O -1.48590 0.08501 0.35954
O -0.14022 0.97330 -0.95729
C -0.22091 2.20342 4.86207
C -0.71428 2.49075 3.41776
O -1.76951 2.25015 2.94231
N 0.25582 3.20742 2.50633
H -0.05971 4.12609 2.22961
H 1.12437 3.39427 2.98675
C 0.65366 2.29449 1.26887
H -0.97518 1.59791 5.36459
H -0.03549 3.16886 5.33286
H 0.66792 1.57255 4.85366
H 1.55952 2.80818 0.94693
H -0.15432 2.18367 0.54569
H 0.92190 1.35802 1.75792
C -0.72705 -0.67306 2.64516
C 0.50333 -0.86838 3.41857
O 1.61881 -0.65435 2.90873
N 0.30783 -1.50946 4.85298
H -0.22434 -0.83519 5.38425
H -0.27857 -2.33107 4.81848
C 1.66923 -1.81208 5.58932
H -0.76512 -1.04930 1.62287
H -1.04867 0.36615 2.71362
H -1.60535 -1.20409 3.01218
H 2.20182 -2.59744 5.05299
H 1.51597 -2.17920 6.60413
H 2.36270 -0.97208 5.62909
C -1.53187 3.59792 -0.13755
C -0.54912 3.87193 -1.34736
C 0.88082 3.68114 -0.87791
C 1.87998 3.40302 -1.95605
C 1.45479 2.19079 -2.74941
C 0.06485 2.30042 -3.39684
N -0.90396 2.80513 -2.37037
O -2.29557 2.53914 -2.59229
C -0.43915 0.89550 -3.80638
C 0.18353 3.28956 -4.59714
C -0.68511 5.21684 -1.98497
H -1.38462 4.31911 0.66638
H -1.49246 2.57453 0.23556
H -2.59047 3.73605 -0.35754
H 0.84485 2.86377 -0.15770
H 1.24210 4.52258 -0.28666
H 2.88521 3.27878 -1.55333
H 1.89321 4.33248 -2.52529
H 1.44191 1.39402 -2.00571
H 2.16560 1.85939 -3.50639
H 0.25152 0.46244 -4.52994
H -1.23294 1.06746 -4.53331
H -0.81194 0.30624 -2.96860
H 0.51587 4.29867 -4.35354
H -0.73263 3.45399 -5.16434
H 0.89630 2.96665 -5.35595
H -0.05450 5.45660 -2.84109
H -0.43493 5.92911 -1.19873
H -1.74060 5.25374 -2.25454
C 4.04460 0.57944 0.03508
C 4.09018 -0.91081 0.37611
C 2.73690 -1.33883 1.08463
N 2.58413 -2.89808 1.16323
C 3.67019 -3.42622 2.08497
C 2.49560 -3.47989 -0.28468
C 1.33982 -4.38135 -0.29130
C 0.30003 -3.63892 0.50829
C 1.16776 -3.25317 1.74245
H 3.27589 0.79343 -0.70749
H 4.98815 0.81621 -0.45660
H 3.89614 1.22709 0.89915
H 4.86642 -1.12998 1.10927
H 4.24006 -1.41791 -0.57705
H 1.90131 -1.01410 0.46458
H 2.67255 -0.91038 2.08482
H 3.52008 -4.50355 2.15512
H 3.48571 -2.98411 3.06406
H 4.61656 -3.18136 1.60276
H 3.42977 -3.94448 -0.60026
H 2.37664 -2.68153 -1.01720
H 1.38721 -5.42697 0.01287
H 0.98790 -4.51142 -1.31469
H -0.61802 -4.04613 0.93191
H -0.03069 -2.76102 -0.04670
H 1.31324 -4.12424 2.38134
H 0.75584 -2.52853 2.44482
C -5.18859 0.84430 -1.92927
C -3.80527 0.20496 -1.55249
C -3.52481 -1.16803 -2.20764
N -2.13009 -1.78785 -1.87006
C -0.96639 -0.76813 -2.28292
C -1.90639 -3.17668 -2.56192
C -2.29233 -4.27009 -1.53026
C -2.63501 -3.61198 -0.17720
C -2.01969 -2.21584 -0.32862
H -5.31347 1.86555 -1.56935
H -5.94859 0.26199 -1.40831
H -5.39454 0.93172 -2.99606
H -3.77031 0.09707 -0.46841
H -2.96276 0.86924 -1.74488
H -3.34318 -1.01680 -3.27171
H -4.21060 -1.95860 -1.90300
H -1.11267 0.22695 -1.86279
H -0.90680 -0.87041 -3.36647
H -0.04103 -1.17528 -1.87542
H -0.87687 -3.36218 -2.86817
H -2.48111 -3.14984 -3.48770
H -1.42359 -4.92224 -1.44024
H -3.07699 -4.90758 -1.93773
H -2.02153 -4.09323 0.58447
H -3.71115 -3.69134 -0.02314
H -0.98698 -2.07549 -0.00939
H -2.52605 -1.46261 0.27500
```

---

No. 2
Density functional theory data (ωB97M-V/def2-TZVPD) for the molecule C4H8ClN3 in a non-equilibrium geometry.

As for the SMILES: [H]/N=C(\N)[C@@]1(Cl)C[C@H]1N. The calculation puts the frontier orbital gap at 9.491 eV. The value obtained for the relative energy (zero: lowest compared OMol25 entry of this formula, charge and spin) is 217.64 kJ/mol.

The geometry in XYZ format:
```
16
C4H8ClN3 (ωB97M-V/def2-TZVPD)
C -0.75037 -1.32473 -0.49172
C -0.37052 -1.43360 0.90930
C 0.51065 -0.53305 0.13805
C 0.65197 0.94758 0.28457
H -1.89171 0.26458 -1.53739
H -2.40886 -0.00193 0.17502
H -0.32057 -2.08984 -1.17453
H 0.01219 -2.34425 1.30070
H -0.94309 -0.88755 1.76158
H 2.50047 1.12624 -0.56664
H 1.63905 2.47777 -0.62926
H -0.14780 2.56510 0.58250
N -1.90041 -0.52636 -0.78773
N 1.53618 1.45732 -0.70407
N -0.22744 1.59416 0.80841
Cl 2.11027 -1.29143 -0.06878
```

---

No. 3
Density functional theory data (ωB97M-V/def2-TZVPD) for a structure of composition C32H82N5O4P2.

The net charge is -1. The calculation puts the frontier orbital gap at 5.219 eV.

The geometry in XYZ format:
```
125
C32H82N5O4P2 (ωB97M-V/def2-TZVPD)
C -7.37126 1.27310 -1.75717
P -8.77282 0.53527 -2.68992
O -8.04458 -0.99004 -2.86079
C -10.06722 0.36428 -1.52966
P -11.61056 0.72033 -2.21029
O -12.80632 0.54247 -1.36850
O -11.51908 2.23423 -2.81277
O -11.85689 -0.14613 -3.59916
H -6.46605 1.25090 -2.37011
H -7.64008 2.31002 -1.54522
H -7.19331 0.74239 -0.81712
H -8.17307 -1.27749 -3.76379
H -10.10433 -0.62816 -1.07087
H -10.80287 2.28472 -3.45949
H -11.12824 0.00812 -4.21238
C -2.84074 5.86142 -2.62261
C -3.74759 5.65030 -1.41952
N -3.91533 4.25157 -1.07370
C -4.99884 4.00865 -0.13467
C -4.86835 4.58800 1.27900
C -2.69039 3.50765 -0.84103
C -1.74059 4.01767 0.25143
H -3.18715 5.26897 -3.47051
H -2.84675 6.91399 -2.91006
H -1.80615 5.58663 -2.41126
H -4.74281 6.03728 -1.65460
H -3.37151 6.26271 -0.58249
H -5.15436 2.92941 -0.06877
H -5.91172 4.40640 -0.58651
H -4.14748 4.03921 1.88477
H -5.83334 4.52443 1.78485
H -4.57268 5.63857 1.26290
H -2.13504 3.46613 -1.78159
H -2.97428 2.47458 -0.62699
H -1.59476 5.09786 0.18868
H -0.76089 3.54665 0.13399
H -2.09580 3.78223 1.25362
C 2.30326 1.53479 0.23051
C 3.62297 2.23407 0.51333
N 3.80800 3.45020 -0.26164
C 5.16341 3.96378 -0.20385
C 5.69537 4.44207 1.15403
C 2.74398 4.43576 -0.14460
C 2.40237 4.96238 1.25450
H 2.18689 1.34786 -0.83786
H 2.27433 0.57779 0.75301
H 1.44711 2.11744 0.57266
H 4.44609 1.56254 0.24846
H 3.70727 2.40615 1.59863
H 5.25373 4.78050 -0.92561
H 5.82757 3.17248 -0.56866
H 5.26815 5.39994 1.44790
H 6.77836 4.57386 1.09807
H 5.49435 3.71978 1.94626
H 1.83862 4.00167 -0.57516
H 3.00201 5.27247 -0.79887
H 2.33594 4.15514 1.98562
H 1.42928 5.45654 1.22526
H 3.12793 5.68956 1.61649
C 6.08531 -1.87407 1.17583
C 7.49097 -2.15774 0.66932
N 7.79735 -1.47889 -0.57916
C 9.01367 -1.95939 -1.21377
C 10.32846 -1.73318 -0.46178
C 7.60155 -0.03896 -0.56685
C 8.37707 0.78238 0.47296
H 5.34624 -2.09492 0.40446
H 5.87416 -2.49784 2.04560
H 5.96086 -0.83472 1.48350
H 7.59084 -3.23009 0.47806
H 8.20768 -1.92360 1.47558
H 9.07732 -1.51344 -2.20998
H 8.88516 -3.03451 -1.37294
H 10.64999 -0.69303 -0.49780
H 11.12861 -2.33721 -0.89359
H 10.21951 -2.01516 0.58694
H 6.53457 0.15183 -0.42699
H 7.82685 0.34096 -1.56664
H 8.35415 0.32342 1.46307
H 7.92768 1.77415 0.56388
H 9.41858 0.92379 0.18775
C 10.48954 -3.37140 7.35511
C 10.99549 -2.58738 6.15438
N 10.52608 -3.12230 4.88816
C 11.22138 -2.57928 3.73414
C 11.07067 -1.08260 3.44313
C 9.08245 -3.25406 4.75194
C 8.22359 -1.99422 4.91849
H 10.72536 -4.43118 7.24878
H 10.96420 -3.00110 8.26467
H 9.41163 -3.27083 7.48641
H 12.08792 -2.63799 6.13202
H 10.74156 -1.52419 6.29429
H 10.89684 -3.14952 2.85852
H 12.28571 -2.80242 3.85942
H 10.08078 -0.84615 3.05296
H 11.79727 -0.78122 2.68555
H 11.24941 -0.47145 4.32860
H 8.74432 -3.99702 5.47778
H 8.89164 -3.69792 3.77098
H 8.52901 -1.41140 5.78925
H 7.17987 -2.27890 5.06473
H 8.26409 -1.34271 4.04621
C -13.45098 -7.05751 -3.80798
C -12.16895 -6.42853 -3.28372
N -11.67357 -5.36398 -4.13484
C -10.31798 -4.94355 -3.80813
C -10.06430 -4.28173 -2.44980
C -12.61604 -4.28218 -4.40168
C -13.20699 -3.54285 -3.19976
H -13.32288 -7.38595 -4.84094
H -13.71540 -7.92368 -3.19859
H -14.28979 -6.36185 -3.77024
H -11.38740 -7.19407 -3.24586
H -12.33495 -6.10914 -2.24231
H -9.98814 -4.26427 -4.59960
H -9.68362 -5.83344 -3.88946
H -10.44417 -3.26244 -2.40684
H -8.98975 -4.22665 -2.26482
H -10.51328 -4.85149 -1.63414
H -13.43388 -4.68422 -5.00664
H -12.10314 -3.56664 -5.04912
H -13.55918 -4.22731 -2.42523
H -14.06076 -2.94387 -3.52059
H -12.49398 -2.85037 -2.75884
```